Record 1
Here is C17H17NO3S in the gas phase at a distorted geometry from the Open Molecules 2025 dataset. Energies are from the ωB97M-V functional and the def2-TZVPD basis.

Summary:
* Kohn-Sham gap: 8.215 eV
* max |F|: 0.020 Eh/bohr
* SMILES: Cc1ccc(NC(=O)COC(=O)/C=C/c2cccs2)c(C)c1
* E: -1336.6881 Ha
* energy relative to the best compared isomer or geometry (same formula, charge and spin): 1.144 eV
* lowest unoccupied orbital energy: -0.009 Ha

Element x y z (Å)
S: -2.40 -1.32 -4.81
O: 0.63 -2.29 -0.65
O: -0.89 -1.01 0.41
O: 2.18 -0.14 0.21
N: 1.63 -0.73 2.34
C: -0.48 -1.53 -0.61
C: 1.81 2.83 3.36
C: 3.13 1.51 4.85
C: 1.96 0.47 3.02
C: -4.04 0.22 -3.57
C: -3.70 -0.62 -5.68
C: 2.78 0.38 4.13
C: 2.66 2.76 4.45
C: 1.34 -2.36 0.58
C: -2.22 -0.70 -2.11
C: 3.05 4.00 5.20
C: -4.48 0.17 -4.90
C: -2.91 -0.54 -3.34
C: 1.76 -0.94 1.01
C: 0.49 1.84 1.48
C: -1.12 -1.45 -1.92
C: 1.44 1.71 2.63
H: 0.72 -2.84 1.34
H: 3.77 1.43 5.71
H: -0.06 2.78 1.54
H: 2.25 4.73 5.18
H: 3.92 4.45 4.73
H: -5.35 0.70 -5.26
H: -2.63 -0.18 -1.26
H: -4.52 0.79 -2.79
H: 1.42 3.79 3.06
H: 1.04 1.82 0.54
H: 3.30 3.77 6.23
H: -3.81 -0.83 -6.73
H: 1.40 -1.51 2.93
H: 3.16 -0.58 4.44
H: 2.23 -2.96 0.37
H: -0.64 -1.99 -2.72
H: -0.21 1.01 1.45

Atom charges from the Löwdin analysis, given in e for atoms 1 to 8:
1. S 1.054
2. O 0.017
3. O 0.101
4. O 0.097
5. N 0.135
6. C -0.481
7. C -0.002
8. C -0.052


Record 2
Here is 3 unconnected molecules or ions with the total composition C6H11N at a distorted geometry from the Open Molecules 2025 dataset. Energies are from the ωB97M-V functional and the def2-TZVPD basis.

Summary:
* Kohn-Sham gap (spin up / spin down): 7.887 / 7.887 eV
* max |F|: 0.026 Eh/bohr
* E: -289.7605 Ha
* energy relative to the best compared isomer or geometry (same formula, charge and spin): 5.746 eV
* lowest unoccupied orbital energy (spin up / spin down): -0.011 / -0.011 Ha

Element x y z (Å)
N: 1.37 -2.37 1.16
C: -1.86 -0.66 -0.92
C: 0.97 0.31 -1.11
C: 1.06 -1.28 0.86
C: 1.09 0.50 1.32
C: -1.12 -0.07 0.27
C: 0.40 -0.05 0.14
H: -1.72 -0.05 -1.82
H: 0.92 2.14 0.40
H: 0.60 0.52 2.29
H: -1.52 -1.68 -1.14
H: -2.93 -0.70 -0.72
H: 0.85 1.93 -0.42
H: -1.39 -0.61 1.19
H: 2.17 0.66 1.29
H: 0.47 0.02 -2.03
H: -1.42 0.98 0.42
H: 2.05 0.42 -1.18

Atom charges from the Löwdin analysis, given in e for atoms 1 to 8:
1. N 0.174
2. C -0.095
3. C -0.001
4. C -0.245
5. C -0.014
6. C -0.195
7. C -0.653
8. H 0.070


Record 3
Here is a gas-phase ion, C7H14N (charge +1) at a distorted geometry from the Open Molecules 2025 dataset. Energies are from the ωB97M-V functional and the def2-TZVPD basis.

Summary:
* Kohn-Sham gap: 8.869 eV
* max |F|: 0.100 Eh/bohr
* SMILES: C=C(C)C/C(C)=[NH+]\C
* E: -329.5513 Ha
* charge: +1
* energy relative to the best compared isomer or geometry (same formula, charge and spin): 1.530 eV
* lowest unoccupied orbital energy: -0.159 Ha

Element x y z (Å)
N: -1.03 -1.02 1.66
C: -0.30 1.05 -2.07
C: -1.15 1.36 0.88
C: 0.66 -0.27 0.06
C: -0.53 -0.02 0.97
C: 0.90 0.49 -1.33
C: 2.09 0.61 -1.91
C: -0.30 -2.23 1.81
H: 0.76 -1.40 -0.20
H: 1.54 -0.06 0.75
H: -1.57 1.43 -0.17
H: -0.69 -3.00 1.25
H: 2.18 1.22 -2.74
H: 3.10 0.29 -1.53
H: 0.82 -2.19 1.55
H: -1.94 1.41 1.66
H: 0.05 1.09 -3.09
H: -1.24 0.40 -2.13
H: -0.66 2.08 -1.64
H: -0.59 2.24 1.15
H: -0.34 -2.55 2.81
H: -1.76 -0.94 2.25

Atom charges from the Löwdin analysis, given in e for atoms 1 to 8:
1. N 0.102
2. C -0.092
3. C 0.021
4. C -0.075
5. C -0.167
6. C -0.314
7. C 0.064
8. C -0.030


Record 4
Here is C16H13N5O in the gas phase at a distorted geometry from the Open Molecules 2025 dataset. Energies are from the ωB97M-V functional and the def2-TZVPD basis.

Summary:
* Kohn-Sham gap: 7.719 eV
* max |F|: 0.140 Eh/bohr
* SMILES: Cc1ccc(-c2nn3c(N)nc4ccccc4n3c2=O)cc1
* E: -966.4535 Ha
* energy relative to the best compared isomer or geometry (same formula, charge and spin): 1.190 eV
* lowest unoccupied orbital energy: -0.001 Ha

Element x y z (Å)
O: 1.86 -0.76 -0.99
N: -2.90 0.23 -2.76
N: -4.02 0.45 -0.80
N: -1.25 -0.05 0.46
N: -0.47 -0.50 -1.62
N: -1.60 -0.22 -0.87
C: -1.78 -0.01 -3.51
C: -2.86 0.16 -1.46
C: 2.68 -0.45 3.33
C: -0.10 0.17 3.10
C: 1.96 -0.15 4.47
C: 0.69 -0.06 1.96
C: 0.54 0.16 4.34
C: -1.86 0.07 -4.94
C: 0.57 0.00 -5.18
C: 2.56 0.13 5.81
C: -0.55 -0.31 -2.96
C: 2.03 -0.40 2.06
C: -0.72 0.10 -5.77
C: 0.00 -0.28 0.59
C: 0.63 -0.49 -0.75
C: 0.65 -0.21 -3.73
H: -2.88 0.11 -5.42
H: -4.59 1.14 -1.36
H: 2.36 1.16 6.14
H: -1.10 0.40 3.00
H: 3.72 -0.72 3.40
H: 1.51 -0.13 -3.26
H: -0.04 0.34 5.29
H: 1.57 0.20 -5.54
H: 2.55 -0.47 1.15
H: 2.01 -0.50 6.62
H: 3.59 -0.12 5.90
H: -0.98 0.17 -6.82
H: -3.78 0.86 0.09

Atom charges from the Löwdin analysis, given in e for atoms 1 to 8:
1. O 0.009
2. N 0.135
3. N 0.140
4. N 0.168
5. N 0.094
6. N 0.011
7. C -0.231
8. C -0.332


Record 5
Here is 2 unconnected molecules or ions with the total composition C10H14OSi at a distorted geometry from the Open Molecules 2025 dataset. Energies are from the ωB97M-V functional and the def2-TZVPD basis.

Summary:
* Kohn-Sham gap: 9.181 eV
* max |F|: 0.084 Eh/bohr
* E: -754.1114 Ha
* energy relative to the best compared isomer or geometry (same formula, charge and spin): 1.741 eV
* lowest unoccupied orbital energy: 0.021 Ha

Element x y z (Å)
Si: 1.07 0.59 0.21
O: 1.55 1.42 1.50
C: -3.68 -0.11 -0.56
C: -2.03 0.52 1.51
C: -3.43 0.56 1.73
C: 2.75 -1.47 1.49
C: 1.64 1.54 -1.35
C: -1.44 0.25 0.24
C: -4.23 0.18 0.67
C: 1.96 1.02 -2.50
C: 1.56 -1.22 0.63
C: -2.32 -0.07 -0.80
H: 2.48 -1.26 2.48
H: 1.58 -1.87 -0.26
H: -1.45 0.83 2.34
H: 3.67 -0.88 1.16
H: 2.20 0.01 -2.54
H: 1.54 2.58 -1.28
H: 2.21 1.48 -3.44
H: 0.71 -1.70 1.09
H: -5.27 -0.01 0.86
H: 3.13 -2.55 1.43
H: -3.89 0.77 2.60
H: 1.57 1.10 2.45
H: -4.36 -0.32 -1.36
H: -1.97 -0.28 -1.87

Atom charges from the Löwdin analysis, given in e for atoms 1 to 8:
1. Si 0.684
2. O -0.175
3. C -0.129
4. C -0.122
5. C -0.092
6. C -0.188
7. C -0.206
8. C -0.113


Record 6
Here is 2 unconnected molecules or ions with the total composition C6H10ClN3OS at a distorted geometry from the Open Molecules 2025 dataset. Energies are from the ωB97M-V functional and the def2-TZVPD basis.

Summary:
* Kohn-Sham gap: 9.801 eV
* max |F|: 0.079 Eh/bohr
* E: -1332.3903 Ha
* energy relative to the best compared isomer or geometry (same formula, charge and spin): 2.007 eV
* lowest unoccupied orbital energy: 0.028 Ha

Element x y z (Å)
Cl: -1.32 0.33 3.06
S: 1.57 -0.20 1.82
O: 2.24 -1.29 2.47
N: 2.16 1.39 2.38
N: -1.56 -0.44 -0.67
N: -1.38 0.90 -0.75
C: -1.58 -0.84 0.58
C: -0.17 -0.91 -2.58
C: -1.29 1.36 0.47
C: 2.68 0.98 1.11
C: -1.53 -1.17 -1.93
C: -1.41 0.27 1.36
H: -1.71 -1.94 0.90
H: -2.28 -0.87 -2.57
H: -1.51 -2.15 -1.72
H: 3.71 0.75 1.17
H: 0.63 -1.38 -2.11
H: 2.47 1.68 0.22
H: -0.02 0.18 -2.48
H: -0.12 -1.24 -3.74
H: 1.54 2.23 2.42
H: -1.11 2.37 0.62

Atom charges from the Löwdin analysis, given in e for atoms 1 to 8:
1. Cl 0.668
2. S 0.860
3. O -0.479
4. N -0.207
5. N -0.150
6. N 0.078
7. C -0.124
8. C -0.074


Record 7
Here is 2 unconnected molecules or ions with the total composition C4H11NO2 at a distorted geometry from the Open Molecules 2025 dataset. Energies are from the ωB97M-V functional and the def2-TZVPD basis.

Summary:
* Kohn-Sham gap: 9.529 eV
* max |F|: 0.074 Eh/bohr
* SMILES: CN[C@H](C)C=O.O
* E: -364.1843 Ha
* energy relative to the best compared isomer or geometry (same formula, charge and spin): 2.283 eV
* lowest unoccupied orbital energy: 0.024 Ha

Element x y z (Å)
O: -1.58 -1.67 -3.22
O: 1.76 0.28 2.41
N: -0.43 0.05 -0.41
C: -0.20 2.24 0.58
C: -0.14 -1.37 -0.35
C: -0.07 0.71 0.88
C: 1.39 0.36 1.21
H: -0.70 0.43 1.75
H: 0.55 2.66 -0.11
H: -0.73 -1.92 0.40
H: -1.59 -2.47 -2.70
H: -2.21 -1.86 -3.87
H: 0.93 -1.58 -0.01
H: -1.29 0.28 -0.90
H: -0.37 -1.87 -1.30
H: 0.15 2.85 1.43
H: -1.21 2.48 0.30
H: 2.19 0.12 0.41

Atom charges from the Löwdin analysis, given in e for atoms 1 to 8:
1. O -0.022
2. O 0.001
3. N -0.095
4. C -0.058
5. C -0.143
6. C -0.345
7. C -0.208
8. H 0.147


Record 8
Here is a molecular structure, C16H48FeNO19 at a distorted geometry from the Open Molecules 2025 dataset. Energies are from the ωB97M-V functional and the def2-TZVPD basis.

Summary:
* Kohn-Sham gap (spin up / spin down): 2.751 / 2.287 eV
* max |F|: 0.072 Eh/bohr
* multiplicity: 5
* E: -3385.5459 Ha
* charge: +1
* ⟨S²⟩: 6.1319
* energy relative to the best compared isomer or geometry (same formula, charge and spin): 12.869 eV
* lowest unoccupied orbital energy (spin up / spin down): -0.295 / -0.312 Ha

Element x y z (Å)
Fe: -0.88 -5.62 -13.33
O: -3.49 -3.57 -13.53
O: 0.13 -9.03 -12.74
O: -5.50 -4.74 -7.37
O: -0.66 -3.40 -7.94
O: 0.72 -2.76 -9.37
O: 1.91 3.45 -13.02
O: -0.37 -4.53 -9.71
O: -1.81 -0.08 -3.75
O: -4.88 -7.46 -8.10
O: 3.14 -8.32 -5.28
O: 6.01 -4.12 -14.92
O: -0.16 3.44 -11.31
O: -3.46 2.16 -3.31
O: 5.56 1.71 -6.56
O: 4.30 -1.05 -5.85
O: -1.04 -2.40 -14.09
O: 2.82 -5.79 -3.71
O: 2.08 -7.46 -13.50
O: 4.34 -1.78 -15.62
N: -0.12 -3.57 -8.98
C: -2.14 -1.47 -13.80
C: 5.31 -1.80 -14.65
C: 2.03 2.69 -11.85
C: 1.36 -9.62 -12.70
C: -2.25 2.38 -4.06
C: 1.13 3.16 -10.74
C: 2.12 -7.32 -5.38
C: -1.34 1.27 -3.66
C: 2.13 -8.88 -13.79
C: 6.10 0.70 -5.72
C: -3.46 -2.20 -14.09
C: 5.64 -0.72 -6.22
C: -6.16 -7.00 -7.68
C: 1.74 -6.72 -4.02
C: -6.37 -5.59 -8.11
C: 6.42 -2.72 -14.97
H: 1.67 3.96 -10.24
H: 1.54 -7.44 -3.23
H: -3.64 -2.21 -15.16
H: 2.71 -9.04 -4.80
H: -3.99 1.40 -3.55
H: -2.48 2.24 -5.12
H: -0.46 -9.64 -12.29
H: -4.61 -5.11 -7.33
H: 6.76 -4.70 -15.07
H: 5.59 -0.79 -7.30
H: -2.05 -0.60 -14.45
H: 5.94 0.87 -4.66
H: -4.77 -8.38 -7.86
H: 2.95 -5.04 -4.31
H: -7.03 -7.64 -7.83
H: 2.95 -7.13 -13.75
H: 1.65 1.77 -12.29
H: -0.04 3.92 -12.14
H: -0.30 -1.84 -14.34
H: 4.82 -2.24 -13.77
H: -6.23 -5.55 -9.19
H: 6.34 -1.48 -5.87
H: 3.05 2.47 -11.55
H: 2.42 4.25 -12.85
H: -0.41 1.43 -4.20
H: -1.39 -0.48 -4.52
H: 2.39 -6.57 -6.12
H: 0.90 2.39 -10.00
H: 3.17 -9.19 -13.70
H: 0.77 -6.24 -4.08
H: 1.93 -9.06 -14.85
H: 4.65 -1.19 -16.31
H: 6.05 1.82 -7.38
H: 5.58 -0.75 -14.56
H: -0.91 1.55 -2.70
H: 1.71 -9.39 -11.70
H: 1.24 -7.79 -5.80
H: -4.26 -1.62 -13.62
H: -1.83 3.36 -3.83
H: 6.65 -2.49 -16.01
H: -7.37 -5.19 -7.96
H: 1.19 -10.67 -12.97
H: 7.29 -2.40 -14.39
H: -1.95 -1.19 -12.77
H: -4.39 -3.87 -13.68
H: -6.06 -6.92 -6.60
H: 3.75 -0.78 -6.59
H: 7.18 0.84 -5.71

Atom charges from the Löwdin analysis, given in e for atoms 1 to 8:
1. Fe 1.298
2. O -0.121
3. O -0.107
4. O -0.059
5. O 0.144
6. O 0.091
7. O -0.062
8. O 0.048


Which of these has the highest E? C6H11N